# 1
50
Properties=species:S:1:pos:R:3:forces:R:3 method="wB97M-V/def2-TZVPD" de_lowest_kcal_mol=0.0 homo_energy_ev=-10.80 orbital_gap_ev=8.7092 multiplicity=1 total_charge=+1 e_lumo_ev=-2.096
Mg -0.17767 -0.14055 0.25766 -0.0400 0.0490 0.0377
C 3.74206 -0.01332 0.06083 0.0092 -0.0003 0.0034
Se 2.39959 -0.76195 1.25039 0.0175 -0.0103 -0.0056
C 2.41765 0.64036 2.60914 -0.0048 0.0014 0.0119
C 2.19887 2.04872 2.08806 0.0242 -0.0076 0.0173
Se 0.40099 2.30426 1.36549 0.0025 0.0187 -0.0039
C 0.82616 3.60123 -0.01711 -0.0079 -0.0016 -0.0211
H 4.62451 0.25960 0.63501 -0.0025 -0.0003 0.0030
H 3.35969 0.84804 -0.48338 -0.0033 -0.0035 0.0030
H 4.00986 -0.79883 -0.64213 -0.0053 0.0025 0.0026
H 3.37830 0.57957 3.11959 0.0034 0.0022 -0.0056
H 1.64727 0.34817 3.32375 0.0007 -0.0017 -0.0025
H 2.90766 2.29893 1.29993 -0.0135 0.0053 -0.0065
H 2.33172 2.76277 2.89963 -0.0066 0.0016 -0.0021
H 1.59318 3.21102 -0.68080 0.0014 -0.0069 0.0041
H 1.15318 4.52727 0.44630 -0.0006 -0.0006 0.0022
H -0.08883 3.77759 -0.57740 -0.0019 -0.0001 0.0042
N -4.19422 0.42647 -0.09354 0.0192 0.0066 0.0014
C -2.93810 0.18947 0.27899 -0.0125 -0.0274 0.0032
O -1.99085 0.54461 -0.45735 0.0232 0.0098 0.0015
C -2.69799 -0.47854 1.61438 -0.0066 0.0255 0.0059
C -1.34597 -1.19613 1.68280 0.0154 -0.0357 -0.0397
H -4.37733 0.91321 -0.95542 -0.0092 -0.0004 0.0006
H -4.96549 0.13694 0.48185 -0.0041 0.0040 -0.0025
H -3.56943 -1.09883 1.85251 0.0036 -0.0071 -0.0097
H -2.72209 0.34955 2.33417 0.0037 -0.0024 0.0025
H -1.47634 -2.24434 1.39561 -0.0061 -0.0003 0.0050
H -0.99803 -1.21496 2.71756 0.0013 0.0012 -0.0022
C 2.02218 -2.43264 -4.40079 -0.0192 0.0156 -0.0011
C 2.16038 -1.83856 -3.00239 0.0720 -0.0522 -0.0198
Sb 0.77650 -0.27958 -2.49727 -0.0241 -0.0009 0.0491
C -0.85552 -0.62550 -3.84091 -0.0291 -0.0093 -0.0132
C -0.67691 -0.14919 -5.27767 0.0181 0.0068 -0.0093
C 1.73141 1.43856 -3.36341 0.0095 0.0241 -0.0222
C 2.61332 1.16384 -4.57688 -0.0001 -0.0046 -0.0066
H 2.72587 -3.25501 -4.53656 0.0030 0.0005 0.0054
H 2.22692 -1.69388 -5.17491 0.0001 -0.0012 -0.0020
H 1.02137 -2.83003 -4.57354 0.0008 0.0014 0.0007
H 3.15928 -1.42033 -2.85658 -0.0156 0.0064 -0.0040
H 2.03480 -2.61159 -2.24213 -0.0126 0.0029 -0.0011
H -1.70988 -0.13672 -3.37029 0.0080 0.0037 0.0073
H -1.05256 -1.69873 -3.79966 0.0029 -0.0012 -0.0033
H -0.45759 0.91838 -5.32512 -0.0016 0.0006 -0.0014
H -1.59119 -0.31721 -5.84877 -0.0028 -0.0025 0.0018
H 0.12759 -0.67937 -5.78631 -0.0047 0.0005 0.0055
H 2.31514 1.90335 -2.56629 0.0009 -0.0132 0.0036
H 0.92947 2.13907 -3.60633 -0.0024 -0.0030 -0.0002
H 3.40888 0.45425 -4.34622 0.0002 0.0016 0.0040
H 3.08822 2.08395 -4.92078 -0.0018 0.0031 0.0027
H 2.03897 0.76028 -5.40937 -0.0019 -0.0005 -0.0044

# 2
66
Properties=species:S:1:pos:R:3:forces:R:3 method="wB97M-V/def2-TZVPD" homo_energy_ev=-12.23 orbital_gap_ev=9.1673 multiplicity=1 total_charge=+1 e_lumo_ev=-3.066
C -1.48071 2.45552 3.24289 0.5251 -0.0786 -0.2401
Si -1.71566 2.10788 1.41864 -0.3932 0.0668 0.8278
C -2.40338 3.62816 0.56769 0.1020 -0.0284 0.0066
C -2.99302 0.73589 1.31737 0.5271 0.2420 -0.5447
C 0.00023 1.53476 0.67074 -0.2914 -0.7911 -0.2658
S 1.15397 0.93175 1.95999 0.6593 0.2676 0.2682
C -0.29845 0.36944 -0.31812 -0.2058 0.2470 -0.1892
N 0.66589 0.31545 -1.44478 -1.8699 1.2565 -0.2838
C 0.82832 1.48038 -2.08254 -0.1424 -0.0699 -0.1141
N 1.49594 1.56149 -3.21175 -0.1702 -0.2441 -0.2406
N 0.35326 2.66552 -1.51094 1.0187 -0.1142 0.3693
C 0.82236 2.58838 -0.11091 -0.1023 -0.3897 0.5689
P 1.00510 4.27739 0.62728 -0.3013 0.9078 -0.7803
O 0.46471 5.33366 -0.25215 -0.0850 -0.0716 0.0318
H -2.36164 2.93232 3.67234 -0.0150 -0.0290 0.0049
H -1.29560 1.50038 3.74020 -0.1841 0.0392 0.1040
H -0.59512 3.05933 3.44930 -0.1447 0.1410 0.0885
H -3.43477 3.71039 0.92467 0.0054 -0.0624 -0.0192
H -2.45777 3.58000 -0.52252 0.0187 0.0866 0.0022
H -1.90427 4.55272 0.86133 0.0708 0.0009 -0.1920
H -3.80167 1.07006 0.66489 -0.0408 -0.0826 0.0358
H -3.41928 0.55327 2.29981 0.0416 -0.0367 0.0060
H -2.63173 -0.20405 0.90029 -0.1034 -0.1037 0.1712
H 0.71927 -0.30595 2.22733 -0.4146 0.0719 -0.1377
H -1.30127 0.45739 -0.75179 0.0095 0.1525 0.0769
H -0.29699 -0.58115 0.20819 0.1757 -0.0650 -0.1504
H 0.46275 -0.43180 -2.09692 0.8753 -0.5972 0.4207
H 1.70973 0.72910 -3.74395 0.3195 0.0153 0.1878
H 1.86294 2.44662 -3.52875 -0.4443 0.1227 -0.0529
H -0.66462 2.68986 -1.54776 0.0224 0.2755 -0.1542
H 1.83871 2.18043 -0.17963 0.0840 0.2432 0.0958
H 0.40159 4.22763 1.89412 0.2308 -0.3248 0.1129
H 2.38810 4.40355 0.84399 0.0014 -0.2799 0.2899
C -8.33104 -1.65969 0.77414 -0.0326 -0.3032 -0.1668
C -7.99605 -2.31872 2.09671 -0.2217 0.2229 0.2034
O -6.55730 -2.32440 2.12401 0.0094 -0.1747 -0.2733
S -5.99817 -1.03337 1.38317 -0.4682 -0.1451 0.1489
O -5.70859 -0.03574 2.35147 0.1000 0.0674 -0.1228
O -5.03478 -1.44295 0.42360 0.1374 0.0490 0.1253
O -7.34476 -0.62024 0.64212 -0.0645 0.0344 0.1303
H -8.21860 -2.35061 -0.06239 0.0000 -0.0144 0.0167
H -9.32592 -1.22483 0.75718 0.0846 0.1912 0.0126
H -8.36880 -3.33549 2.17280 0.2044 -0.0760 -0.0259
H -8.35479 -1.73207 2.94369 -0.0211 0.0055 -0.0181
C 4.58176 -3.82849 -3.10075 0.0782 -0.3010 -0.2665
C 4.28199 -2.81680 -4.18695 0.2706 0.2246 0.1278
O 2.84448 -2.65670 -4.12487 0.0205 -0.1258 0.0200
S 2.35334 -2.83017 -2.62619 0.1929 -0.3636 -0.1110
O 2.18665 -1.53568 -2.03054 0.3012 -0.4992 -0.3204
O 1.27820 -3.74882 -2.58620 -0.1080 0.1650 -0.0295
O 3.66965 -3.47020 -2.03828 0.0725 0.1960 0.0302
H 4.35712 -4.84742 -3.41516 -0.0258 0.0118 -0.0090
H 5.60447 -3.77390 -2.74008 -0.0798 0.1064 0.2244
H 4.57162 -3.15153 -5.17786 -0.2281 -0.0479 -0.0492
H 4.74427 -1.85158 -3.97527 0.0199 -0.0153 0.0096
C 4.53865 -0.80784 1.70180 -0.0574 0.3937 -0.1018
C 4.33764 -1.18500 0.24820 -0.2585 -0.2664 0.1772
O 5.66594 -1.24382 -0.28288 0.0612 0.1850 0.0167
S 6.68391 -1.75367 0.85032 -0.1100 0.0775 0.0949
O 6.89554 -3.14651 0.69253 0.0650 -0.0313 0.0075
O 7.76276 -0.83919 0.91298 0.0334 -0.0656 -0.0801
O 5.70798 -1.53098 2.09940 -0.0243 -0.2126 -0.1804
H 4.73503 0.25999 1.81674 -0.0384 0.0016 0.0032
H 3.69327 -1.09340 2.32134 0.1492 -0.1414 0.1300
H 3.74981 -0.45526 -0.30219 0.1599 0.0132 -0.0723
H 3.87781 -2.17071 0.14887 -0.0010 0.0708 0.0441

# 3
56
Properties=species:S:1:pos:R:3:forces:R:3 method="wB97M-V/def2-TZVPD" homo_energy_ev="-7.83 / -7.83" orbital_gap_ev="4.9884 / 4.9426" multiplicity=1 total_charge=0 e_lumo_ev="-2.846 / -2.891"
Ru 3.78860 0.48420 -0.02163 -0.2127 -0.2447 0.1139
Se 7.42040 3.67585 1.82676 -0.5222 -0.3053 -0.5206
Sb 6.47118 2.91012 -0.23685 0.9113 0.3613 -0.1664
Se 6.02137 0.28730 -0.11274 0.6008 0.5553 -0.0950
Se 3.78268 2.70127 -0.13189 0.2641 -0.2538 0.0520
Se 7.32234 3.53356 -2.39184 -0.4940 -0.2626 0.6144
C -0.22614 0.87813 -3.10819 0.0350 0.0242 0.1969
C -1.24160 1.57821 -2.21048 -0.0680 0.0480 -0.1913
C -2.65280 1.07200 -2.49054 0.1187 -0.0122 0.0767
C -1.15601 3.08781 -2.38822 0.0217 -0.0778 0.0738
O -0.93527 1.32811 -0.82513 -0.2692 0.0517 -0.0418
Si -0.49719 0.02328 0.01200 0.1710 0.3798 -0.0770
S 1.64583 0.02114 0.09619 -0.0408 -0.7076 0.1446
O -1.00403 0.06437 1.54048 -0.1467 -0.0439 0.0763
C -1.37984 1.14148 2.42382 -0.0573 0.2150 0.2073
C -1.49554 0.51795 3.80817 0.0464 -0.0339 -0.1160
C -0.30312 2.22186 2.40980 0.0137 -0.1658 -0.1111
C -2.72202 1.70722 1.96850 0.1233 -0.1032 -0.0692
O -0.87729 -1.37174 -0.70089 -0.1987 0.0667 -0.0834
C -1.56462 -2.56104 -0.26677 -0.0585 -0.2552 0.0432
C -1.59578 -3.48021 -1.48025 0.0406 0.0958 0.0180
C -0.78498 -3.20556 0.87596 0.0449 0.1574 -0.1022
C -2.98063 -2.20646 0.17735 0.1446 0.0995 -0.0341
H -0.41759 1.11768 -4.15418 -0.0167 -0.0157 -0.0064
H -0.28441 -0.20298 -2.97613 0.0084 -0.0286 -0.0474
H 0.78449 1.20607 -2.85643 -0.0050 -0.0009 -0.0266
H -2.93952 1.30748 -3.51616 -0.0261 -0.0201 0.0063
H -3.36547 1.53663 -1.80759 -0.0021 0.0267 -0.0178
H -2.69158 -0.00975 -2.35217 -0.0256 -0.0039 -0.0320
H -1.40924 3.36110 -3.41295 -0.0047 0.0221 0.0083
H -0.14337 3.43115 -2.17299 -0.0030 0.0109 -0.0086
H -1.84277 3.59004 -1.70579 -0.0204 -0.0018 -0.0213
H -0.53387 0.10271 4.11202 -0.0055 0.0047 0.0172
H -2.23295 -0.28599 3.80061 -0.0141 0.0182 0.0101
H -1.79918 1.27055 4.53620 -0.0064 -0.0128 0.0079
H 0.66306 1.79108 2.67850 0.0024 0.0247 0.0087
H -0.54300 3.01054 3.12296 -0.0297 0.0025 -0.0060
H -0.22419 2.66058 1.41357 0.0258 0.0494 0.0123
H -3.47694 0.91946 1.94334 -0.0072 0.0077 0.0283
H -2.62438 2.12946 0.96813 -0.0376 0.0346 0.0108
H -3.05219 2.48897 2.65326 -0.0075 -0.0013 -0.0036
H -0.58005 -3.69266 -1.81549 -0.0040 -0.0178 0.0101
H -2.13460 -3.00292 -2.29992 -0.0136 -0.0162 0.0036
H -2.09078 -4.41941 -1.23139 -0.0051 0.0010 -0.0148
H 0.24211 -3.39720 0.55946 -0.0129 -0.0168 0.0014
H -1.24448 -4.15126 1.16433 -0.0149 0.0084 0.0136
H -0.76818 -2.53878 1.73851 0.0099 -0.0314 0.0465
H -3.52742 -1.73144 -0.63873 -0.0115 -0.0175 -0.0090
H -2.94305 -1.51744 1.02135 -0.0498 -0.0316 0.0240
H -3.51502 -3.10754 0.47986 -0.0121 0.0042 -0.0039
C 4.93970 -2.87426 0.23478 0.1596 0.0165 0.0776
O 3.87966 -1.91441 0.21171 -0.1042 0.3627 -0.0203
H 4.53324 -3.88374 0.28743 -0.0410 0.0288 -0.0294
H 5.61244 -2.70499 1.07763 -0.0299 0.0210 -0.0094
H 5.49659 -2.76071 -0.69160 -0.0130 0.0039 0.0054
H 3.19745 -2.13688 0.85430 -0.1507 -0.0202 -0.0448

# 4
65
Properties=species:S:1:pos:R:3:forces:R:3 method="wB97M-V/def2-TZVPD" homo_energy_ev=-9.35 orbital_gap_ev=2.9907 multiplicity=1 total_charge=+1 e_lumo_ev=-6.355
C 2.32738 1.07741 -1.64037 0.0379 0.5628 -0.3048
C 1.21830 1.93548 -1.16123 -0.3661 0.3943 0.1287
C 1.17619 3.40559 -1.36615 0.6057 -0.6395 0.3608
N 0.20779 1.37706 -0.52462 0.5901 -0.3014 -0.7927
S -1.05691 1.00228 -1.42024 -0.9870 1.9562 1.1534
H 3.06607 1.64561 -2.19130 0.1439 0.0158 -0.1760
H 2.81203 0.60647 -0.78855 -0.0635 -0.3088 0.1355
H 1.91458 0.28505 -2.26336 -0.0103 -0.3000 0.0425
H 0.30110 3.61909 -1.99532 -0.1488 0.1929 -0.0244
H 0.93119 3.84287 -0.40082 -0.2086 0.3070 0.0354
H 2.10101 3.80256 -1.76167 0.0049 0.2239 -0.2348
H -1.58663 -0.23403 -0.94528 1.2539 -0.8079 -1.1381
H -0.60671 0.83590 -2.72322 0.7244 -0.8686 0.8902
F -0.92238 -0.63710 0.56206 -0.5600 -0.6674 4.6030
Na -2.48246 0.27890 -3.15418 -1.8951 -0.8142 -1.1128
F -1.17545 -2.12020 -1.62471 -0.4655 1.7392 0.1213
O -1.78815 4.47888 -2.03178 0.0835 -0.1196 0.0801
Cl -3.13755 4.06195 -1.66149 0.3437 -0.3205 -0.0280
O -3.09657 3.44558 -0.35633 0.1575 -0.0809 0.0733
O -3.56852 3.06088 -2.63151 0.0973 -0.5616 -0.2504
O -4.02585 5.16704 -1.67716 -0.0220 0.1338 -0.0378
C -3.33611 -6.56207 -0.50040 -0.1375 -0.1829 -0.2251
C -3.29441 -5.17556 -1.09741 -0.0319 -0.4488 0.2646
C -4.59850 -4.41847 -1.02433 0.2579 0.1866 0.0329
O -4.46111 -3.50607 -2.12332 -0.0816 -0.1206 -0.0440
C -3.67651 -4.12032 -3.04477 0.2463 0.1252 0.0563
O -3.52883 -3.73253 -4.15884 -0.0193 0.1850 -0.1967
O -3.08514 -5.21401 -2.52451 -0.1408 0.1396 0.0874
H -4.29300 -7.04911 -0.69411 -0.0036 0.0094 -0.0467
H -2.55969 -7.19208 -0.93144 0.1147 0.0720 0.0749
H -3.19469 -6.51463 0.57879 0.0349 0.0288 0.0057
H -2.47425 -4.59995 -0.66094 -0.0262 0.1531 -0.1327
H -4.73889 -3.88860 -0.08995 0.0376 0.2350 -0.1048
H -5.46807 -5.05123 -1.21495 0.0617 -0.1138 0.0588
C 4.15259 3.07951 0.49312 -0.1242 -0.2168 0.0966
C 3.68850 3.64149 1.82975 0.2214 0.0244 -0.5319
C 4.82424 4.13177 2.72715 -0.2689 -0.1061 0.6260
O 5.48984 3.02799 3.29929 0.1820 0.1226 -0.2243
C 6.71971 2.63987 2.67057 0.0077 -0.2449 0.0308
N 2.99633 2.54098 2.60116 0.0515 0.0495 0.2861
H 4.69870 2.14130 0.60682 0.0824 0.0469 0.0843
H 3.30111 2.88371 -0.15512 0.1224 0.0889 0.0795
H 4.80098 3.78960 -0.01547 -0.0091 0.0687 0.0400
H 2.95705 4.43195 1.66199 -0.0057 0.0337 0.1081
H 4.39629 4.69759 3.56021 0.0248 0.0449 -0.0153
H 5.49732 4.80231 2.19314 -0.0306 -0.0584 -0.1671
H 7.21604 3.48830 2.19981 -0.0571 0.0689 0.0211
H 6.54035 1.85844 1.92968 0.0491 0.0375 -0.0463
H 7.36960 2.23620 3.44178 -0.0407 0.0154 0.0574
H 2.37011 1.97277 2.03002 -0.0093 0.0151 -0.0117
H 2.46940 2.90836 3.39641 -0.0717 0.0243 -0.0563
H 3.73520 1.93971 3.00004 0.0861 -0.0375 -0.0765
C 1.84219 -2.63775 1.23800 -0.8881 0.2574 -0.5846
O 1.68548 -2.15635 -0.07324 0.5884 0.2805 0.0024
H 2.54827 -3.47479 1.21206 -0.0503 0.0287 -0.0209
H 2.23012 -1.83156 1.89040 -0.6258 -0.2873 -0.1183
H 0.88340 -2.99321 1.62921 0.1085 -0.0783 0.2446
H 1.04856 -1.43276 -0.05185 -0.3773 -0.3573 -0.2002
C -8.19943 -2.57907 0.14787 -0.0485 0.0292 -0.0381
Cl -7.26019 -1.22361 -0.48438 -0.0244 0.0166 -0.0105
Cl -7.17701 -3.73846 1.01153 -0.2285 -0.0175 0.1520
H -8.94383 -2.19711 0.83471 0.0550 0.0341 0.0730
H -8.67655 -3.08877 -0.67960 0.0768 -0.0355 -0.0491
Mg 4.06316 -2.23121 2.63587 1.1180 0.2583 0.5457
Cl -1.16675 -0.53988 2.46252 0.4583 -0.1099 -3.6513

no.,maximum force (Eh/bohr),energy (eV)
1,0.0018,-160192.1222
2,0.0442,-105570.8844
3,0.0193,-311395.5442
4,0.0911,-111604.0015